(1)
12
Properties=species:S:1:pos:R:3 method="wB97M-V/def2-TZVPD" energy_ev=-28396.44357 homo_ha=-0.319 charge=0 lumo_energy_ev=-0.375 largest_force_ev_per_a=4.873 homo_lumo_gap_ev=8.31
S 2.53 -0.51 -0.61
S -2.14 -1.55 -0.21
O -1.29 1.12 -0.01
N 1.70 -0.94 0.74
C 0.09 0.80 -0.08
C -2.23 0.17 -0.37
C 0.54 -0.30 0.83
H 3.40 -1.52 -0.38
H -0.05 -0.30 1.87
H 0.18 0.40 -1.05
H 0.55 1.88 0.13
H -3.29 0.76 -0.87

(2)
11
Properties=species:S:1:pos:R:3 method="wB97M-V/def2-TZVPD" energy_ev=-23256.67138 smiles="CC1=P#[PH]N=C1" homo_ha=-0.327 charge=0 lumo_energy_ev=0.528 largest_force_ev_per_a=4.736 homo_lumo_gap_ev=9.44
P -2.59 -0.01 0.15
P -0.98 -1.54 0.72
N -1.58 1.17 -0.34
C -0.39 1.04 -0.50
C 1.70 -0.70 -0.17
C 0.21 -0.67 0.08
H 0.26 1.95 -0.78
H 1.96 0.35 0.08
H 1.95 -0.68 -1.15
H -2.83 0.47 1.37
H 2.28 -1.39 0.55

(3)
10
Properties=species:S:1:pos:R:3 method="wB97M-V/def2-TZVPD" energy_ev=-15513.19696 homo_ha=-0.300 charge=0 lumo_energy_ev=0.519 largest_force_ev_per_a=4.489 homo_lumo_gap_ev=8.68
S 1.72 -0.86 0.10
N 0.25 -0.27 -0.87
C 1.68 0.92 0.25
C -1.34 -1.03 0.00
C 0.38 1.01 -0.29
H -1.87 -1.74 -0.68
H 2.27 1.64 0.82
H -1.02 -1.48 0.92
H -0.25 1.87 -0.34
H -1.81 -0.06 0.09

(4)
10
Properties=species:S:1:pos:R:3 method="wB97M-V/def2-TZVPD" energy_ev=-15512.10354 smiles="CN=S.C#C" homo_ha=-0.310 charge=0 lumo_energy_ev=-1.166 largest_force_ev_per_a=3.691 homo_lumo_gap_ev=7.26
S 1.00 2.43 0.41
N -0.04 1.23 0.40
C 1.14 -1.88 -2.41
C 0.40 -1.94 -1.42
C -0.85 1.00 1.50
H 1.99 -1.35 -2.77
H -0.43 -2.54 -1.11
H -1.33 1.99 1.56
H -1.56 0.19 1.37
H -0.32 0.88 2.46

(5)
10
Properties=species:S:1:pos:R:3 method="wB97M-V/def2-TZVPD" energy_ev=-15515.45925 smiles="N=C=S.C=C" homo_ha=-0.345 charge=0 lumo_energy_ev=0.788 largest_force_ev_per_a=5.675 homo_lumo_gap_ev=10.19
S -2.30 0.78 0.40
N -1.86 -1.90 -0.05
C -1.93 -0.69 0.04
C 1.44 1.38 -0.05
C 0.97 0.12 -0.16
H 0.70 -0.50 0.74
H 0.96 -0.53 -1.03
H 1.38 1.97 0.88
H 1.94 1.96 -0.91
H -1.30 -2.61 0.16

(6)
11
Properties=species:S:1:pos:R:3 method="wB97M-V/def2-TZVPD" energy_ev=-26351.73923 smiles="S=C1NC[C@@H]1S" homo_ha=-0.315 charge=0 lumo_energy_ev=0.583 largest_force_ev_per_a=1.157 homo_lumo_gap_ev=9.16
S 1.37 0.46 2.42
S 1.49 1.08 -1.21
N -0.31 -1.06 0.89
C 0.45 0.04 1.17
C 0.06 0.68 -0.18
C -0.72 -0.63 -0.45
H -0.31 -1.19 -1.29
H -1.83 -0.54 -0.57
H -0.54 1.56 -0.01
H 0.77 1.50 -2.24
H -0.43 -1.89 1.46

(7)
11
Properties=species:S:1:pos:R:3 method="wB97M-V/def2-TZVPD" energy_ev=-26351.74024 homo_ha=-0.316 charge=0 lumo_energy_ev=-0.069 largest_force_ev_per_a=1.401 homo_lumo_gap_ev=8.53
S 1.25 1.04 -2.39
S 0.74 1.95 0.51
N -0.69 -1.17 -0.77
C -0.13 0.49 1.18
C 0.82 0.85 -0.85
C 0.28 -0.35 -0.06
H 0.22 0.03 2.13
H -0.90 -1.97 -0.15
H -1.50 -0.59 -0.99
H -1.22 0.66 1.25
H 1.13 -0.94 0.15

(8)
12
Properties=species:S:1:pos:R:3 method="wB97M-V/def2-TZVPD" energy_ev=-37183.04450 homo_ha=-0.329 charge=0 lumo_energy_ev=-0.932 largest_force_ev_per_a=4.129 homo_lumo_gap_ev=8.03
S 0.42 -0.05 0.24
S 0.12 2.76 1.40
S 0.98 -2.76 -0.39
N -0.29 -1.97 -1.37
C -0.51 -0.71 -1.10
C -0.29 1.63 0.29
C -1.76 1.49 -0.32
H -1.04 0.05 -1.70
H 0.43 -4.43 -0.22
H -2.22 0.40 -0.32
H -1.49 1.86 -1.47
H -2.67 2.18 0.14

(9)
11
Properties=species:S:1:pos:R:3 method="wB97M-V/def2-TZVPD" energy_ev=-11695.85728 homo_ha="-0.042 / -0.037" charge=-1 spin_multiplicity=2 lumo_energy_ev="1.401 / 1.354" largest_force_ev_per_a=1.642 homo_lumo_gap_ev="2.53 / 2.37" s_squared=0.76
Na 1.01 3.14 -1.04
O 0.53 -0.84 -1.13
O 0.22 0.52 0.54
C -0.04 -1.86 -0.43
C 0.53 0.44 -0.70
C 0.26 1.92 1.11
H -0.79 2.10 1.40
H 1.03 1.84 1.90
H 0.16 -2.84 -0.86
H -0.52 -1.67 0.53
H -2.38 -2.76 -1.32

(10)
10
Properties=species:S:1:pos:R:3 method="wB97M-V/def2-TZVPD" energy_ev=-7277.19647 homo_ha=-0.620 charge=+1 lumo_energy_ev=-5.600 largest_force_ev_per_a=5.324 homo_lumo_gap_ev=11.26
O 1.02 0.16 0.22
O -1.33 0.18 1.06
C 1.53 0.15 1.30
C -0.79 0.04 0.03
C -0.88 -0.14 -1.36
H -1.09 -1.10 -1.62
H 2.51 0.10 1.66
H 0.98 -0.03 2.26
H -1.94 0.33 -1.69
H -0.01 0.30 -1.88

(11)
11
Properties=species:S:1:pos:R:3 method="wB97M-V/def2-TZVPD" energy_ev=-16573.78455 homo_ha=-0.330 charge=0 lumo_energy_ev=0.789 largest_force_ev_per_a=8.495 homo_lumo_gap_ev=9.78
P 0.45 0.75 -2.01
O 1.45 -0.25 -1.11
O -1.02 0.37 -1.36
C 1.13 0.78 -0.26
C -0.57 -0.84 0.71
C -0.43 0.45 0.04
H -0.03 -0.80 1.72
H 1.70 1.14 0.46
H -0.23 -1.73 0.14
H -1.51 -1.19 1.06
H -0.94 1.30 0.61

(12)
11
Properties=species:S:1:pos:R:3 method="wB97M-V/def2-TZVPD" energy_ev=-16567.06614 homo_ha="-0.326 / -0.326" charge=0 lumo_energy_ev="-1.709 / -1.709" largest_force_ev_per_a=6.369 homo_lumo_gap_ev="7.18 / 7.17"
P -1.37 1.63 0.73
O -0.53 1.43 -1.98
O 1.47 -0.66 0.97
C 0.91 -1.55 0.07
C -0.29 0.65 -0.11
C 0.93 -0.08 -0.18
H -1.89 0.78 1.72
H -2.41 1.71 -0.17
H -0.02 -2.01 0.38
H 1.63 0.27 -0.94
H 1.58 -2.17 -0.50

(13)
11
Properties=species:S:1:pos:R:3 method="wB97M-V/def2-TZVPD" energy_ev=-16572.11951 smiles="O=C=[PH2][C@@H]1CO1" homo_ha=-0.330 charge=0 lumo_energy_ev=0.403 largest_force_ev_per_a=3.310 homo_lumo_gap_ev=9.37
P -0.97 -0.15 -0.19
O 1.22 1.44 0.17
O -4.04 -0.17 0.04
C 0.76 0.46 -0.69
C 1.91 0.17 0.21
C -3.10 -0.68 0.40
H 1.00 0.68 -1.66
H 1.58 -0.37 1.16
H -0.39 -0.15 1.14
H -0.94 -1.52 -0.70
H 2.96 0.30 0.11

(14)
11
Properties=species:S:1:pos:R:3 method="wB97M-V/def2-TZVPD" energy_ev=-18119.98603 homo_ha="-0.343 / -0.343" charge=0 spin_multiplicity=2 lumo_energy_ev="0.767 / -3.295" largest_force_ev_per_a=2.182 homo_lumo_gap_ev="10.11 / 6.04" s_squared=0.76
S -0.37 -0.07 -2.09
O 0.53 0.23 2.57
O 0.85 -1.28 0.93
C 0.14 0.93 0.38
C -1.02 0.43 -0.48
C 0.60 -0.20 1.38
H -1.38 -0.42 -0.02
H -1.15 -1.11 -2.38
H -1.84 1.15 -0.54
H 1.05 1.11 -0.21
H -0.11 1.86 0.89

(15)
12
Properties=species:S:1:pos:R:3 method="wB97M-V/def2-TZVPD" energy_ev=-28953.68493 homo_ha="-0.137 / -0.106" charge=-1 lumo_energy_ev="3.260 / 3.155" largest_force_ev_per_a=2.442 homo_lumo_gap_ev="6.99 / 6.04"
S -0.59 0.83 2.19
S 1.82 -0.52 -2.16
O -1.11 -0.52 2.40
O 0.79 1.02 2.69
C 0.12 -0.27 -1.80
C -0.67 1.26 0.54
C 0.71 -1.35 -0.98
H 0.91 -1.12 0.11
H -0.41 2.29 0.30
H -1.79 1.17 0.43
H -0.57 -0.35 -2.57
H 0.78 -2.43 -1.16

(16)
12
Properties=species:S:1:pos:R:3 method="wB97M-V/def2-TZVPD" energy_ev=-14557.86638 homo_ha="-0.709 / -0.709" charge=+2 spin_multiplicity=2 lumo_energy_ev="-10.382 / -12.922" largest_force_ev_per_a=4.579 homo_lumo_gap_ev="8.92 / 6.38" s_squared=0.76
Pb 1.12 -2.75 1.92
O 1.05 -0.65 2.94
O 2.14 -3.01 0.07
O 1.21 -0.76 0.92
C 1.84 -0.56 -0.32
C 2.47 -1.88 -0.74
C 1.12 0.15 1.90
H 2.53 0.29 -0.30
H 1.05 -0.74 -1.17
H 3.54 -1.93 -0.42
H 2.55 -2.04 -1.83
H 0.88 -0.20 3.78

(17)
12
Properties=species:S:1:pos:R:3 method="wB97M-V/def2-TZVPD" energy_ev=-23394.76277 homo_ha="-0.420 / -0.487" charge=+1 spin_multiplicity=4 lumo_energy_ev="-4.906 / -4.971" largest_force_ev_per_a=3.558 homo_lumo_gap_ev="6.52 / 8.28" s_squared=3.75
Pr -1.40 0.55 2.66
O -1.84 1.02 0.47
O -0.29 0.56 -1.23
O -0.46 -0.76 0.62
C -1.23 0.09 -0.30
C 1.01 0.45 -0.66
C 0.89 -0.83 0.15
H 1.24 1.32 -0.02
H 1.74 0.39 -1.47
H 1.57 -0.87 1.01
H -2.26 -0.19 -0.75
H 1.02 -1.72 -0.47

(18)
12
Properties=species:S:1:pos:R:3 method="wB97M-V/def2-TZVPD" energy_ev=-15144.03475 homo_ha="-0.592 / -0.788" charge=+2 spin_multiplicity=2 lumo_energy_ev="-10.043 / -9.889" largest_force_ev_per_a=3.503 homo_lumo_gap_ev="6.06 / 11.56" s_squared=0.75
Sn 1.19 -0.46 -2.90
O -1.55 -0.01 0.17
O -1.56 -2.16 1.00
O 0.65 -0.74 -0.58
C -1.32 -1.19 0.45
C 0.82 0.43 0.25
C -0.53 1.11 0.21
H -0.68 1.66 -0.72
H 1.64 1.08 -0.08
H 1.08 -1.52 -0.21
H -0.78 1.65 1.13
H 1.05 0.15 1.28

(19)
12
Properties=species:S:1:pos:R:3 method="wB97M-V/def2-TZVPD" energy_ev=-31729.37754 homo_ha="-0.870 / -0.873" charge=+3 spin_multiplicity=8 lumo_energy_ev="-17.887 / -17.232" largest_force_ev_per_a=2.318 homo_lumo_gap_ev="5.80 / 6.52" s_squared=16.78
Tb -1.39 0.72 1.71
O 0.85 0.62 1.62
O -0.62 -0.33 -0.22
O -2.53 0.35 -0.37
C -1.61 -0.25 -1.11
C 1.56 0.18 0.52
C 0.75 -0.61 -0.50
H 2.52 -0.29 0.80
H 0.96 -1.67 -0.19
H -3.37 0.48 -0.82
H 0.99 -0.36 -1.54
H 1.89 1.17 0.10

(20)
12
Properties=species:S:1:pos:R:3 method="wB97M-V/def2-TZVPD" energy_ev=-11376.17225 homo_ha="-0.363 / -0.360" charge=0 spin_multiplicity=2 lumo_energy_ev="0.190 / -4.090" largest_force_ev_per_a=3.966 homo_lumo_gap_ev="10.06 / 5.69" s_squared=0.76
O -0.67 0.23 0.03
O 0.96 -0.94 1.10
O 0.83 -0.95 -1.09
O 1.73 1.37 -0.01
C -2.99 -0.08 -0.07
C 0.58 -0.31 0.07
C -1.78 -0.56 0.20
H -3.86 -0.73 0.05
H -1.58 -1.58 0.51
H -3.14 0.94 -0.43
H 0.26 -1.72 -1.20
H 2.64 1.02 -0.02